(1)
ORCA calculation (the ωB97M-V functional and the def2-TZVPD basis) on a 2-piece molecular cluster, C6H15NOS3 overall.

```
26
Properties=species:S:1:pos:R:3:forces:R:3
S 0.573 -0.365 2.456 0.1 0.3 0.2
S -1.441 -2.829 0.807 0.0 -0.5 -0.2
S 1.262 0.628 0.796 -0.1 0.0 0.2
O -2.507 -0.453 1.200 -0.2 0.4 0.2
N 0.358 0.092 -0.504 0.3 0.3 0.4
C 2.347 -1.300 -1.071 -0.3 0.0 -0.2
C 0.140 2.229 -1.760 -0.2 -0.3 0.1
C -0.562 1.058 -1.071 -0.1 0.4 0.0
C 0.926 -0.888 -1.422 0.1 -0.3 -0.1
C -2.267 -1.334 0.433 0.1 -0.3 -0.1
C -0.578 0.826 3.215 0.2 0.0 -0.4
H -0.982 0.340 4.098 -0.1 0.0 0.1
H -1.126 -2.512 2.064 0.0 0.1 0.1
H -1.187 1.439 -0.260 -0.1 -0.1 -0.1
H 0.780 2.740 -1.044 0.0 0.1 0.0
H -1.208 0.534 -1.782 0.0 0.0 0.0
H 0.913 -0.476 -2.438 0.0 0.0 0.1
H -0.033 1.724 3.493 0.0 0.0 0.1
H -1.375 1.049 2.511 0.0 0.0 0.1
H 2.389 -1.710 -0.066 0.1 -0.1 0.1
H -2.563 -1.329 -0.625 -0.1 0.1 -0.2
H 0.754 1.881 -2.587 0.1 0.0 -0.1
H -0.596 2.932 -2.142 0.0 0.1 -0.1
H 0.279 -1.775 -1.406 0.1 0.0 -0.2
H 2.688 -2.057 -1.771 0.0 -0.1 -0.1
H 3.016 -0.443 -1.124 0.1 0.0 0.0
```
Forces are in eV/Å.

Calculated values
structure (SMILES): CCN(CC)SSC.O=CS
HOMO-LUMO gap: 0.339 hartree
HOMO: -0.3146 Ha

(2)
ORCA calculation (the ωB97M-V functional and the def2-TZVPD basis) on a 2-piece molecular cluster, C3H10N7OS overall.

```
22
Properties=species:S:1:pos:R:3:forces:R:3
S -1.908 -1.662 0.876 0.2 -0.1 0.2
O 1.564 0.111 1.412 -0.6 -0.5 0.4
N 3.476 0.203 0.170 -0.7 -0.3 1.8
N -2.460 1.639 1.012 -1.6 -0.9 -2.0
N -0.514 0.816 -0.011 -0.8 1.3 -0.3
N 0.025 -0.083 -0.937 0.4 -1.4 1.0
N -2.549 0.776 -1.135 0.8 0.2 1.6
N 1.433 -0.047 -0.901 -0.2 -0.3 2.5
N 0.341 -2.815 -0.085 -0.8 2.1 -0.3
C 2.097 0.066 0.331 1.7 1.0 -0.8
C -0.527 -1.869 0.167 -0.8 1.2 -0.9
C -1.810 1.133 -0.044 0.7 -1.9 -0.9
H -2.009 2.174 1.669 1.0 1.1 1.9
H -3.378 1.212 1.169 0.6 0.8 0.1
H 0.013 1.126 0.793 0.3 -0.7 0.4
H 4.025 0.591 0.942 -0.8 -0.5 -0.1
H 3.818 0.551 -0.671 0.5 0.4 -1.8
H 0.199 -3.584 0.520 0.7 -1.3 0.4
H -3.131 1.535 -1.371 -1.1 0.6 -0.7
H -1.979 0.403 -1.859 0.3 -0.4 -0.8
H 1.207 -2.432 -0.401 1.0 -0.6 -0.2
H 2.068 0.157 -1.643 -0.9 0.1 -1.4
```
Forces are in eV/Å.

Calculated values
HOMO-LUMO gap: 0.310 hartree
HOMO: -0.4425 Ha
total charge: +1

(3)
ORCA calculation (the ωB97M-V functional and the def2-TZVPD basis) on one molecule with the formula C20H19FN2O6S.

```
49
Properties=species:S:1:pos:R:3:forces:R:3
S 1.183 -0.692 3.658 0.2 -0.1 -0.3
F -3.415 -0.493 0.038 0.1 0.0 0.1
O 0.726 -0.978 4.983 -0.3 -0.2 -0.1
O 2.063 0.412 3.425 0.0 -0.1 -0.3
O 0.759 3.891 -0.879 -0.2 -0.4 -0.2
O -0.011 -2.964 1.186 0.1 0.1 0.2
O -1.218 -0.450 -1.927 -0.1 -0.1 -0.2
O -0.043 2.017 -6.017 0.1 0.2 0.0
N 1.985 -2.038 3.112 -0.2 0.8 0.3
N -0.354 1.533 -1.173 0.2 0.5 0.2
C -2.366 -0.500 0.871 0.1 0.0 0.2
C -0.251 -0.524 2.594 0.5 0.1 0.6
C -0.230 1.700 -3.611 -0.1 -0.1 -0.3
C -0.007 2.216 -2.344 0.2 0.3 -0.1
C 0.763 -3.806 1.911 0.4 -0.7 0.0
C -2.564 -0.927 2.174 0.0 0.0 -0.3
C -1.486 -0.951 3.040 0.0 0.0 0.0
C -0.064 -0.061 1.308 -0.2 0.1 -0.1
C 0.586 3.479 -2.180 -0.1 -0.2 0.0
C 1.337 -3.328 3.207 -0.4 -0.2 0.0
C -0.922 0.313 -1.032 0.0 0.0 0.4
C 0.722 3.686 -4.570 -0.1 -0.3 -0.2
C 0.900 -4.991 1.248 0.0 0.5 0.4
C -0.643 0.760 -6.234 -0.1 -0.2 0.0
C 0.159 -4.865 0.046 -0.3 0.4 -0.1
C 0.134 2.435 -4.735 0.2 0.3 0.2
C -1.128 -0.053 0.414 0.0 -0.2 0.1
C 0.945 4.201 -3.306 0.0 0.0 0.2
C 1.358 5.144 -0.653 0.1 0.2 0.1
C -0.368 -3.612 0.061 0.0 -0.7 -0.5
H 2.521 -1.876 2.276 0.1 0.2 -0.1
H 0.760 5.956 -1.077 0.0 0.0 0.0
H -3.547 -1.248 2.482 -0.1 0.0 0.0
H 1.454 -5.846 1.575 0.2 -0.1 0.1
H -0.688 0.730 -3.691 0.0 0.0 0.0
H 0.563 -3.208 3.972 0.1 -0.3 0.0
H -0.974 -3.073 -0.640 -0.1 0.2 -0.1
H -0.046 -0.049 -5.802 0.0 0.0 0.0
H 2.058 -4.072 3.562 -0.2 0.1 0.0
H -0.687 0.639 -7.315 0.0 0.0 0.1
H -0.150 2.065 -0.336 -0.1 -0.2 0.0
H 2.371 5.183 -1.065 0.0 0.0 0.0
H 1.000 4.247 -5.447 0.0 0.1 -0.1
H -1.655 0.722 -5.821 0.0 0.0 0.0
H 1.401 5.174 -3.215 0.0 0.1 0.1
H 1.405 5.256 0.429 0.0 0.1 -0.1
H 0.920 0.267 1.007 0.1 0.1 -0.2
H 0.043 -5.605 -0.717 -0.1 -0.1 -0.2
H -1.583 -1.292 4.058 -0.1 -0.1 0.1
```
Forces are in eV/Å.

Calculated values
structure (SMILES): COc1ccc(OC)c(NC(=O)c2cc(S(=O)(=O)NCc3ccco3)ccc2F)c1
HOMO-LUMO gap: 0.307 hartree
HOMO: -0.2915 Ha

(4)
ORCA calculation (the ωB97M-V functional and the def2-TZVPD basis) on one molecule with the formula C2H3NO2.

```
8
Properties=species:S:1:pos:R:3:forces:R:3
O 1.442 0.230 -0.192 -0.2 -0.1 0.0
O 0.510 1.164 0.439 0.7 -0.7 -0.5
N -0.587 -0.835 -0.270 2.7 1.0 -0.1
C -0.729 0.470 0.373 -1.8 0.1 0.4
C 0.675 -0.828 -0.530 -1.2 -0.7 -0.1
H -1.441 1.086 -0.187 0.0 0.0 0.0
H -1.108 0.344 1.392 0.0 0.0 0.0
H 1.237 -1.631 -1.024 -0.2 0.4 0.2
```
Forces are in eV/Å.

Calculated values
structure (SMILES): C1=NCOO1
HOMO-LUMO gap: 0.392 hartree
HOMO: -0.3538 Ha

(5)
ORCA calculation (the ωB97M-V functional and the def2-TZVPD basis) on an isolated ion of composition C3H9N2S3 and charge +1.

```
17
Properties=species:S:1:pos:R:3:forces:R:3
S 0.059 1.170 -3.044 1.9 0.0 0.0
S 1.036 -1.992 1.078 -0.1 -0.4 -2.8
S 2.066 -0.571 -1.587 -1.3 -0.1 -0.3
N 0.978 -0.343 -2.896 -0.8 1.8 0.6
N 0.104 0.340 0.103 2.4 1.9 -1.0
C -0.391 0.229 1.446 -1.9 -1.7 2.3
C 0.651 -0.677 2.151 2.0 4.1 -2.3
C 0.669 -0.936 -0.481 -1.0 -1.7 0.4
H -1.412 -0.274 1.479 1.3 0.3 -0.6
H 0.272 -1.135 2.981 -0.6 -0.5 2.8
H 1.614 -0.006 2.194 -1.7 -1.3 1.1
H -0.520 0.895 -0.482 -0.2 -0.5 -0.6
H -0.163 -1.354 -1.096 0.9 -0.2 0.5
H 1.007 0.897 0.012 -1.2 0.0 0.8
H -0.631 1.196 1.915 0.8 -0.1 -0.3
H -0.954 0.548 -2.580 -2.1 -0.5 0.4
H 1.200 -0.492 -3.844 1.4 -1.1 -0.8
```
Forces are in eV/Å.

Calculated values
structure (SMILES): SNS[C@@H]1[NH2+]CCS1
HOMO-LUMO gap: 0.355 hartree
HOMO: -0.4818 Ha
total charge: +1

(6)
ORCA calculation (the ωB97M-V functional and the def2-TZVPD basis) on a 5-piece molecular cluster, C5H20N10O5 overall.

```
40
Properties=species:S:1:pos:R:3:forces:R:3
O 0.258 -1.808 0.769 -0.3 -0.1 0.2
O -1.298 0.424 -3.663 0.4 0.1 -0.1
O 2.260 1.847 -0.298 0.8 0.2 -0.6
O -0.434 -1.988 4.982 -0.3 -0.3 -0.2
O -2.360 2.840 -0.398 0.4 0.5 -0.1
N -1.617 -2.164 -0.533 0.3 -0.2 0.9
N -2.557 2.237 -4.083 -0.2 0.1 0.1
N 0.201 -4.075 5.638 -0.4 0.2 -0.6
N -0.907 3.909 1.035 0.1 -0.2 -0.2
N -1.133 1.628 1.079 0.6 1.4 0.8
N 3.354 0.493 1.120 0.5 0.1 -0.2
N 3.969 0.509 -1.088 0.1 0.2 -0.3
N -0.065 -0.666 -1.173 1.0 0.1 0.3
N 0.459 -3.436 3.442 -0.1 -0.7 0.4
N -1.273 1.308 -5.760 -0.3 0.4 0.4
C 0.003 -3.084 4.681 0.5 0.8 0.6
C -1.668 1.295 -4.445 0.1 -1.0 -0.1
C -0.421 -1.560 -0.222 -0.4 -0.1 -1.1
C 3.152 1.026 -0.136 -1.4 -0.2 1.3
C -1.502 2.801 0.475 -1.3 -0.8 -0.2
H 0.635 -4.425 3.407 0.0 0.0 -0.8
H 2.762 0.860 1.840 -0.2 -0.3 0.0
H -2.831 2.222 -3.114 -0.1 0.3 0.0
H -1.278 0.715 0.696 0.0 0.1 -0.4
H -2.056 -1.995 -1.418 -0.2 0.1 0.1
H -0.604 -0.476 -1.999 -0.2 0.2 -0.2
H 3.875 0.841 -2.029 -0.1 -0.2 0.0
H -1.253 4.829 0.844 -0.2 -0.1 -0.2
H 0.138 -2.965 2.606 0.1 0.2 0.0
H -2.096 -2.637 0.211 -0.1 -0.1 -0.2
H 4.430 -0.359 -0.887 0.2 0.1 -0.3
H 0.906 -0.402 -1.171 -0.1 0.3 0.0
H 3.703 -0.444 1.212 0.0 0.0 0.2
H -2.828 2.978 -4.700 0.0 0.1 0.2
H -0.355 1.807 1.688 0.2 -1.1 0.1
H 0.109 -3.774 6.591 0.1 0.0 0.0
H -0.456 0.799 -6.031 -0.1 -0.1 -0.1
H -1.763 1.907 -6.398 0.3 0.0 -0.3
H 0.841 -4.812 5.408 0.1 -0.1 0.4
H -0.299 3.795 1.823 0.0 0.2 0.0
```
Forces are in eV/Å.

Calculated values
structure (SMILES): NC(N)=O.NC(N)=O.NC(N)=O.NC(N)=O.NC(N)=O
HOMO-LUMO gap: 0.368 hartree
HOMO: -0.3449 Ha

(7)
ORCA calculation (the ωB97M-V functional and the def2-TZVPD basis) on C20H21BrCoN2O2 as an isolated structure.

```
47
Properties=species:S:1:pos:R:3:forces:R:3
Br -0.286 2.391 3.668 0.0 0.2 0.0
Co 0.209 0.086 0.082 -0.2 0.9 0.4
O -0.550 1.866 0.320 -1.3 0.1 0.8
O -2.428 0.908 1.212 0.8 0.9 -0.3
N -0.799 -1.467 0.784 -1.9 -1.9 0.6
N -1.003 -0.167 -1.357 -1.8 -0.8 -2.7
C -2.713 -2.908 0.460 0.4 0.5 -0.4
C -2.502 -3.475 1.722 0.1 0.3 -0.4
C 3.870 0.910 -0.791 0.6 -0.1 -0.1
C -1.600 4.913 3.228 0.1 0.0 -0.3
C -0.601 -2.037 1.985 -0.5 0.0 -1.0
C -2.825 4.122 0.830 0.2 -0.2 0.8
C -3.109 5.372 1.381 0.4 0.1 -0.2
C -2.449 5.793 2.540 -0.1 -0.5 0.1
C -1.427 -3.035 2.483 0.1 0.2 -0.2
C -3.030 -1.236 -2.133 0.3 -0.2 0.3
C -1.980 3.245 1.524 0.0 -0.1 0.4
C -1.846 -1.891 0.010 0.5 -0.8 2.1
C -2.085 0.615 -3.332 0.3 0.0 0.1
C -1.041 0.674 -2.410 -0.8 -1.0 0.5
C -1.975 -1.133 -1.218 0.3 1.7 -1.2
C 4.344 -0.083 0.273 0.6 -0.1 -0.3
C -3.087 -0.346 -3.205 0.3 0.0 0.5
C -1.673 1.869 0.994 0.3 -0.3 -0.7
C -1.385 3.622 2.740 -0.8 0.7 -0.8
C 1.631 -0.186 1.234 1.7 0.0 0.8
H -3.256 3.792 -0.117 0.0 0.1 0.3
H -2.082 1.331 -4.137 -0.1 0.0 -0.2
H 2.846 1.259 -0.643 0.1 -0.1 0.0
H 3.672 -0.932 0.358 0.3 0.2 0.0
H 3.956 0.456 -1.779 -0.2 0.0 -0.1
H 4.448 0.395 1.249 -0.1 -0.1 0.0
H -3.165 -4.244 2.106 0.1 0.1 -0.1
H -2.614 6.797 2.934 0.0 -0.3 -0.1
H -0.229 1.393 -2.458 -0.2 0.0 -0.1
H -3.805 6.038 0.868 0.2 -0.1 0.2
H 5.324 -0.498 0.030 0.2 0.2 -0.2
H -1.069 5.228 4.119 -0.2 0.0 0.0
H 0.253 -1.664 2.528 -0.2 -0.2 0.1
H -3.531 -3.226 -0.192 0.3 0.0 0.4
H 4.528 1.781 -0.807 -0.1 0.1 0.0
H -3.918 -0.375 -3.905 0.2 0.0 0.1
H -1.196 -3.432 3.461 -0.2 -0.1 0.0
H 2.377 0.611 1.218 -0.1 -0.5 0.3
H -3.777 -2.021 -1.966 0.2 0.5 -0.3
H 1.318 -0.346 2.264 0.0 0.2 0.1
H 2.020 -1.142 0.829 0.1 0.4 0.6
```
Forces are in eV/Å.

Calculated values
HOMO-LUMO gap (spin up / spin down): 0.225 / 0.279 hartree
HOMO (spin up / spin down): -0.2517 / -0.3100 Ha
spin multiplicity: 4

(8)
ORCA calculation (the ωB97M-V functional and the def2-TZVPD basis) on a 2-piece molecular cluster, C2H4O3 overall.

```
9
Properties=species:S:1:pos:R:3:forces:R:3
O -3.040 1.016 1.166 -1.6 -1.1 -0.3
O 0.579 0.057 -0.353 -3.3 -0.6 -2.6
O -1.151 2.196 1.670 1.7 1.0 0.6
C -2.089 1.588 1.434 -0.1 0.1 -0.3
C 1.058 -1.144 -0.942 2.8 1.4 4.1
H 0.392 -1.525 -1.600 -3.0 -1.6 -1.1
H 1.049 0.467 0.313 2.1 0.6 1.9
H 1.397 -1.792 -0.043 -0.4 0.3 -2.2
H 1.805 -0.862 -1.645 1.7 -0.1 -0.1
```
Forces are in eV/Å.

Calculated values
structure (SMILES): O=C=O.CO
HOMO-LUMO gap: 0.406 hartree
HOMO: -0.3824 Ha